#A
{
  "formula": "C25H33N5O5",
  "method": "ωB97M-V with the def2-TZVPD basis set",
  "elements": ["C", "C", "C", "C", "N", "C", "O", "C", "N", "N", "N", "C", "C", "C", "C", "C", "C", "C", "C", "O", "N", "C", "C", "O", "C", "C", "C", "C", "C", "O", "C", "C", "C", "O", "C", "H", "H", "H", "H", "H", "H", "H", "H", "H", "H", "H", "H", "H", "H", "H", "H", "H", "H", "H", "H", "H", "H", "H", "H", "H", "H", "H", "H", "H", "H", "H", "H", "H"],
  "coordinates": [[3.230, -3.982, -1.215], [1.863, -3.520, -0.726], [0.887, -3.351, -1.889], [-0.421, -2.677, -1.460], [-0.196, -1.318, -1.012], [-0.289, -0.891, 0.254], [-0.014, 0.252, 0.595], [-0.774, -1.892, 1.314], [-0.661, -1.304, 2.611], [0.229, -1.761, 3.503], [0.214, -1.052, 4.553], [-0.703, -0.055, 4.399], [-1.109, 0.979, 5.242], [-2.080, 1.827, 4.768], [-2.646, 1.671, 3.493], [-2.267, 0.656, 2.646], [-1.284, -0.206, 3.116], [0.130, -0.350, -2.066], [1.657, -0.119, -2.124], [2.315, -0.502, -3.072], [2.160, 0.497, -1.047], [3.569, 0.764, -0.886], [4.265, -0.165, 0.128], [4.147, 0.233, 1.471], [2.933, -0.100, 2.104], [-0.680, 0.923, -1.940], [-0.122, 2.168, -2.161], [-0.863, 3.335, -2.069], [-2.208, 3.262, -1.742], [-3.046, 4.325, -1.603], [-2.519, 5.618, -1.780], [-2.798, 2.012, -1.546], [-2.056, 0.851, -1.655], [-2.591, -0.400, -1.507], [-3.976, -0.517, -1.285], [3.919, -4.093, -0.381], [3.643, -3.256, -1.912], [3.149, -4.940, -1.724], [1.974, -2.562, -0.211], [1.466, -4.244, -0.009], [0.650, -4.327, -2.315], [1.365, -2.754, -2.666], [-1.114, -2.642, -2.306], [-0.893, -3.257, -0.669], [-0.153, -2.790, 1.327], [-1.818, -2.155, 1.109], [-0.669, 1.096, 6.219], [-2.422, 2.644, 5.386], [-3.401, 2.374, 3.171], [-2.689, 0.547, 1.659], [-0.139, -0.829, -3.015], [1.514, 0.768, -0.313], [3.707, 1.799, -0.563], [4.032, 0.620, -1.865], [5.339, -0.146, -0.075], [3.899, -1.192, -0.008], [2.095, 0.510, 1.752], [3.080, 0.087, 3.166], [2.689, -1.160, 1.964], [0.921, 2.242, -2.423], [-0.378, 4.279, -2.250], [-2.138, 5.760, -2.797], [-1.723, 5.829, -1.060], [-3.350, 6.300, -1.609], [-3.849, 1.998, -1.310], [-4.177, -1.587, -1.246], [-4.276, -0.058, -0.338], [-4.553, -0.071, -2.101]],
  "lowdin_charge": [-0.103, -0.261, -0.170, -0.144, -0.011, -0.405, 0.054, -0.016, -0.077, 0.054, 0.069, -0.225, -0.016, -0.091, -0.077, -0.008, -0.166, -0.102, -0.462, 0.063, 0.089, -0.122, -0.201, -0.180, -0.104, -0.105, -0.008, -0.010, -0.268, -0.079, -0.087, 0.066, -0.208, -0.092, -0.071, 0.072, 0.073, 0.073, 0.082, 0.111, 0.121, 0.102, 0.129, 0.116, 0.123, 0.143, 0.111, 0.100, 0.103, 0.100, 0.167, 0.105, 0.131, 0.121, 0.125, 0.110, 0.070, 0.091, 0.081, 0.121, 0.104, 0.096, 0.097, 0.093, 0.117, 0.096, 0.091, 0.100],
  "lumo_ev": 0.43,
  "homo_ha": -0.3095
}

=====

#B
{
  "formula": "C25H33N5O5",
  "method": "ωB97M-V with the def2-TZVPD basis set",
  "elements": ["C", "C", "C", "C", "N", "C", "O", "C", "C", "C", "O", "N", "C", "C", "C", "C", "C", "O", "C", "C", "O", "N", "C", "C", "C", "C", "C", "C", "C", "C", "C", "N", "C", "N", "O", "H", "H", "H", "H", "H", "H", "H", "H", "H", "H", "H", "H", "H", "H", "H", "H", "H", "H", "H", "H", "H", "H", "H", "H", "H", "H", "H", "H", "H", "H", "H", "H", "H"],
  "coordinates": [[-6.634, -0.444, 2.329], [-5.834, -1.130, 1.286], [-4.617, -0.850, 0.733], [-4.435, -1.897, -0.208], [-3.381, -2.131, -1.065], [-2.244, -1.380, -1.168], [-2.041, -0.392, -0.501], [-1.272, -1.929, -2.195], [-0.048, -1.018, -2.299], [0.602, -0.961, -0.928], [0.728, -1.973, -0.249], [1.030, 0.238, -0.484], [1.181, 1.422, -1.300], [-0.142, 2.205, -1.516], [-0.037, 3.678, -1.115], [0.547, 4.296, -2.383], [-0.135, 3.471, -3.476], [-0.481, 2.219, -2.898], [1.501, 0.318, 0.902], [3.028, 0.166, 0.830], [3.809, 1.094, 0.741], [3.387, -1.127, 0.789], [4.742, -1.570, 0.546], [5.173, -2.614, 1.590], [4.992, -3.958, 0.890], [5.455, -3.658, -0.532], [4.857, -2.279, -0.822], [0.932, 1.540, 1.575], [-0.449, 1.591, 1.759], [-1.009, 2.700, 2.367], [-0.162, 3.721, 2.773], [1.147, 3.682, 2.607], [1.682, 2.621, 2.025], [-5.462, -2.715, -0.202], [-6.333, -2.243, 0.725], [-6.938, -1.156, 3.093], [-6.047, 0.350, 2.781], [-7.535, -0.019, 1.889], [-3.948, -0.046, 0.940], [-3.489, -2.957, -1.636], [-0.959, -2.922, -1.863], [-1.770, -2.020, -3.162], [-0.353, -0.033, -2.643], [0.666, -1.444, -3.007], [1.927, 2.052, -0.811], [1.577, 1.139, -2.280], [-0.947, 1.682, -0.992], [-1.033, 4.079, -0.924], [0.581, 3.836, -0.236], [1.627, 4.149, -2.410], [0.334, 5.358, -2.478], [-1.058, 3.953, -3.820], [0.511, 3.299, -4.342], [1.088, -0.564, 1.407], [2.659, -1.830, 0.734], [5.361, -0.671, 0.594], [6.224, -2.468, 1.843], [4.585, -2.526, 2.503], [3.939, -4.243, 0.887], [5.565, -4.756, 1.360], [5.128, -4.408, -1.250], [6.545, -3.607, -0.559], [5.460, -1.708, -1.526], [3.857, -2.389, -1.247], [-1.065, 0.773, 1.415], [-2.074, 2.771, 2.524], [-0.546, 4.613, 3.253], [2.756, 2.642, 1.912]],
  "lowdin_charge": [0.000, -0.313, 0.057, -0.303, 0.159, -0.425, 0.083, -0.084, -0.065, -0.449, 0.041, 0.010, -0.056, -0.297, -0.121, -0.145, -0.187, -0.125, -0.134, -0.417, 0.061, 0.110, -0.283, -0.139, -0.197, -0.195, -0.125, -0.141, -0.015, -0.051, -0.157, 0.068, -0.090, 0.098, 0.002, 0.089, 0.086, 0.090, 0.100, 0.157, 0.127, 0.128, 0.099, 0.136, 0.130, 0.145, 0.129, 0.124, 0.103, 0.114, 0.112, 0.119, 0.119, 0.156, 0.126, 0.142, 0.114, 0.112, 0.111, 0.106, 0.105, 0.110, 0.109, 0.109, 0.106, 0.100, 0.102, 0.109],
  "lumo_ev": 0.59,
  "homo_ha": -0.3293
}

=====

#B wins, 1.321 eV ahead of the next structure.

=====

#A
{
  "formula": "C2H10NSi",
  "method": "ωB97M-V with the def2-TZVPD basis set",
  "elements": ["C", "Si", "C", "N", "H", "H", "H", "H", "H", "H", "H", "H", "H", "H"],
  "coordinates": [[-1.796, 0.833, -0.619], [-0.885, -0.808, -0.720], [1.145, 0.083, -0.207], [1.666, -0.284, 1.136], [-1.454, 1.650, 0.083], [-1.903, 1.322, -1.658], [-2.795, 0.636, -0.256], [-0.772, -1.650, -1.834], [-0.956, -1.585, 0.527], [1.768, -0.077, -1.006], [0.647, 1.030, -0.135], [0.957, -0.140, 1.804], [1.916, -1.248, 1.284], [2.461, 0.236, 1.601]],
  "lowdin_charge": [-0.275, 0.796, -0.188, 0.112, 0.055, 0.072, 0.013, -0.073, -0.059, 0.035, 0.032, 0.126, 0.156, 0.198],
  "lumo_ev": -3.62,
  "charge": 1,
  "homo_ha": -0.5232
}

=====

#B
{
  "formula": "C2H10NSi",
  "method": "ωB97M-V with the def2-TZVPD basis set",
  "elements": ["C", "C", "N", "Si", "H", "H", "H", "H", "H", "H", "H", "H", "H", "H"],
  "coordinates": [[0.793, -0.566, 1.077], [0.062, 0.257, 0.037], [0.869, 0.227, -1.230], [-1.829, 0.031, 0.043], [0.707, -1.570, 0.981], [1.925, -0.396, 0.909], [0.649, -0.210, 2.094], [0.514, 1.929, 0.394], [1.754, 0.690, -1.006], [0.606, 1.013, -1.955], [1.154, -0.701, -1.562], [-2.472, -0.425, 1.197], [-2.035, -0.976, -0.975], [-2.223, 1.315, -0.452]],
  "lowdin_charge": [-0.136, -0.513, 0.101, 0.714, 0.044, 0.114, 0.096, 0.255, 0.136, 0.222, 0.173, -0.070, -0.064, -0.070],
  "lumo_ev": -4.66,
  "charge": 1,
  "homo_ha": -0.5509
}

=====

#A wins, 2.563 eV ahead of the next structure.